Entry 1:
{"formula": "C9H12F12N2NaO15S6", "method": "ωB97M-V/def2-TZVPD", "orbital_gap_ev": 7.2, "de_lowest_kcal_mol": 144.4, "e_lumo_ev": 0.06, "e_homo_ev": -7.1, "total_charge": -1, "elements": ["Na", "C", "F", "F", "F", "S", "O", "O", "N", "S", "O", "O", "C", "F", "F", "F", "C", "F", "F", "F", "S", "O", "O", "N", "S", "O", "O", "C", "F", "F", "F", "O", "S", "O", "O", "C", "C", "C", "H", "H", "H", "H", "H", "H", "H", "H", "C", "C", "O", "S", "O", "O", "O", "H", "H", "H", "H"], "coordinates": [[-0.401920, 4.302240, -1.382980], [1.661850, 6.706340, -5.826980], [2.122100, 6.503280, -4.520280], [2.190420, 7.787970, -6.357790], [1.894920, 5.704940, -6.654230], [-0.152580, 7.091680, -5.793930], [-0.267920, 8.286020, -4.943960], [-0.573730, 7.411600, -7.138990], [-0.790970, 5.677390, -4.999030], [-1.962370, 5.268680, -6.008970], [-3.077400, 6.212370, -6.091130], [-1.472740, 4.852160, -7.339070], [-2.610970, 3.566140, -5.223010], [-3.930900, 3.460440, -5.399280], [-2.047810, 2.531010, -5.910390], [-2.328500, 3.403050, -3.911180], [-4.115490, 7.550530, 0.379560], [-4.693730, 8.705940, 0.788860], [-5.019920, 6.728690, -0.225300], [-3.104470, 7.837710, -0.411450], [-3.465780, 6.675580, 1.968230], [-2.498420, 7.609440, 2.521270], [-4.732500, 6.549250, 2.688030], [-2.852540, 5.153810, 1.384900], [-3.000030, 4.352450, 2.726010], [-2.223620, 4.830300, 3.857180], [-4.339830, 3.910480, 3.073730], [-2.174210, 2.694520, 2.245470], [-0.911840, 2.873370, 1.908570], [-2.246280, 1.983790, 3.425660], [-2.920470, 2.169430, 1.245260], [1.020410, 0.098130, -2.982910], [1.025340, -1.215250, -3.640580], [-0.176210, -2.125260, -3.747190], [1.683410, -1.033930, -5.141430], [2.354610, 0.164820, -5.486190], [2.556360, 0.189930, -6.949000], [2.399530, -2.279840, -2.990720], [3.260500, 0.091070, -4.884500], [1.765680, 1.051190, -5.250400], [2.707910, -0.705260, -7.552140], [3.316770, 0.929900, -7.198660], [1.620610, 0.523420, -7.397600], [2.439060, -2.203020, -1.904150], [3.343750, -1.846550, -3.320570], [2.285180, -3.316320, -3.308120], [5.105220, 6.131930, 4.932390], [3.675420, 6.145220, 5.371900], [2.998510, 6.859260, 4.334810], [3.691360, 6.739180, 2.849780], [3.689400, 7.927490, 1.995540], [3.458390, 5.438150, 2.140430], [5.151160, 6.695200, 3.609140], [5.540440, 5.145830, 4.770250], [5.822470, 6.579360, 5.620490], [3.515800, 6.601810, 6.348700], [3.375820, 5.097870, 5.334560]], "atomic_forces_ev_per_a": [[-0.37, 0.21, -0.07], [-1.30, 0.32, 0.85], [-0.22, -0.05, -2.38], [0.95, 0.33, 0.41], [0.55, -0.60, 0.75], [-1.61, 2.43, 2.01], [0.67, -2.25, -0.08], [0.81, -1.38, 0.49], [0.62, 1.91, -1.62], [-1.18, -0.57, -3.04], [0.92, -1.48, 1.04], [-0.68, -0.28, 2.24], [0.36, 0.14, -1.24], [0.55, 0.27, 0.31], [-0.24, 0.93, 0.88], [-0.02, 0.11, -0.25], [-0.16, -1.14, 1.55], [0.25, -1.20, -0.65], [0.93, 1.34, 0.29], [-0.03, 0.06, -0.78], [-1.62, 1.62, -0.39], [-0.28, -1.28, -0.96], [1.63, -0.12, -0.72], [-0.68, 3.12, 0.56], [-0.58, -3.31, 2.56], [0.05, 0.00, -0.94], [0.96, 0.02, -0.69], [-2.42, 2.20, 1.92], [0.58, -0.79, -0.61], [0.33, -0.03, -2.17], [1.31, -0.59, 0.77], [-0.29, -2.11, -0.92], [-0.73, -2.07, -0.46], [3.47, 3.27, 0.22], [-2.46, -1.11, 1.15], [0.54, -0.15, 0.92], [-0.52, 0.51, -1.86], [-0.35, 1.01, 0.39], [0.40, 0.76, -0.23], [0.12, -0.13, 0.51], [0.66, -0.47, 0.85], [0.01, -0.03, -0.06], [-0.07, 0.43, 0.00], [-0.46, -0.10, 0.01], [-0.15, -0.03, -0.34], [-0.20, 0.32, -0.15], [1.92, -0.68, -1.03], [-0.07, -1.03, -0.82], [-1.59, 0.65, -1.48], [2.02, -1.60, -1.09], [-0.64, -2.08, 2.58], [0.14, 3.34, 2.62], [-0.09, 0.58, -0.85], [-0.53, -0.43, 0.39], [-0.20, 0.89, -0.37], [-0.32, 0.16, -0.41], [-0.68, 0.17, 0.42]]}

Entry 2:
{"formula": "C9H12F5N", "method": "ωB97M-V/def2-TZVPD", "orbital_gap_ev": 10.7, "smiles": "NC(C1CC1)(C1CC1)C(F)(F)C(F)(F)F", "e_lumo_ev": 0.89, "e_homo_ev": -9.8, "elements": ["N", "C", "C", "C", "C", "C", "C", "C", "C", "F", "F", "C", "F", "F", "F", "H", "H", "H", "H", "H", "H", "H", "H", "H", "H", "H", "H"], "coordinates": [[0.953534, 0.621814, 1.462019], [0.238551, 0.019751, 0.332910], [0.309110, 0.759194, -1.015372], [0.438964, 2.220869, -1.257105], [1.563205, 1.278317, -1.617861], [0.421987, -1.506303, 0.287426], [-0.369654, -2.250364, -0.824828], [1.122412, -2.173416, -0.854620], [-1.449101, 0.380038, 0.780056], [-1.710949, 1.720456, 0.511793], [-2.320205, -0.183927, -0.041919], [-1.803620, -0.042732, 2.167163], [-1.300784, 0.787594, 3.152582], [-1.520830, -1.291502, 2.452756], [-3.133159, 0.093564, 2.373157], [0.533384, 1.449014, 1.846549], [1.840386, 0.860101, 1.026245], [-0.388967, 0.343906, -1.607810], [0.600092, 2.826574, -0.500681], [-0.027256, 2.615934, -2.076359], [1.696704, 1.201943, -2.756986], [2.397073, 1.546216, -0.978431], [0.693870, -1.841473, 1.260937], [-1.071949, -1.749079, -1.481595], [-0.755966, -3.121081, -0.490986], [1.689037, -3.081216, -0.509071], [1.354130, -1.484193, -1.639971]], "atomic_forces_ev_per_a": [[1.03, -0.97, -1.25], [-3.54, 1.62, 1.13], [1.65, 0.24, 2.37], [0.53, -3.41, -1.46], [0.14, 0.90, -1.96], [-0.59, 1.96, -1.55], [1.04, 1.28, 1.39], [-0.38, -0.23, 0.11], [2.85, 0.82, -2.50], [0.74, -0.58, 1.63], [-0.50, -1.60, -0.65], [-1.81, 1.69, 3.15], [0.51, -0.81, -1.20], [0.69, -0.30, -0.24], [-0.23, -0.17, -0.62], [-0.18, 0.38, -0.19], [0.33, 0.28, 0.76], [-1.89, -1.55, -2.54], [0.71, 2.87, 3.58], [-1.63, 0.92, -1.66], [0.28, -0.23, 2.10], [0.39, -0.86, -0.31], [-0.58, -0.77, 0.51], [0.66, 0.37, -0.04], [-1.27, -2.82, 0.92], [-0.37, 1.17, -1.15], [1.42, -0.20, -0.33]]}

Entry 3:
{"formula": "C9H12FN3", "method": "ωB97M-V/def2-TZVPD", "orbital_gap_ev": 9.1, "de_lowest_kcal_mol": 72.9, "e_lumo_ev": 0.32, "e_homo_ev": -8.8, "elements": ["C", "C", "C", "C", "C", "C", "C", "C", "C", "H", "H", "H", "H", "H", "H", "H", "H", "H", "H", "H", "H", "N", "N", "N", "F"], "coordinates": [[-0.721627, -2.533096, 0.223635], [-1.394793, -0.480132, 1.416037], [-1.510574, 0.607438, 0.334008], [-0.281963, 1.278535, -0.150729], [0.466956, 0.565654, -1.130092], [1.602892, 1.137894, -1.639520], [2.184754, 2.296505, -1.136609], [1.421798, 2.874849, -0.090592], [0.166911, 2.339545, 0.463521], [1.389275, -2.836816, 0.176619], [0.377112, -4.101310, -0.454036], [-2.414175, -2.128730, -0.609121], [0.678546, -1.399707, 1.454158], [-0.846934, -0.067350, 2.354984], [-2.361105, -0.844671, 1.646678], [-1.696580, 0.114262, -0.715151], [-2.267552, 1.329550, 0.664882], [0.089587, -0.331672, -1.673598], [2.267451, 0.399936, -2.160146], [3.245706, 2.712910, -1.437805], [-0.408775, 2.982345, 1.180879], [0.454276, -3.373434, 0.248487], [-1.697235, -2.873587, -0.637847], [-0.547631, -1.647814, 1.133359], [1.803681, 3.978895, 0.538002]], "atomic_forces_ev_per_a": [[0.36, -4.67, -4.43], [2.73, 0.62, 0.93], [-0.67, -1.48, -2.52], [-0.73, -4.10, -0.28], [-0.67, 0.86, -0.82], [2.13, -2.32, 0.08], [0.46, 1.90, 1.62], [-1.12, -1.00, 0.10], [3.45, 4.65, -0.44], [-2.31, -1.26, -0.01], [0.18, 0.26, -0.02], [0.16, -0.62, 0.15], [-5.30, -1.32, -1.44], [-1.54, -0.28, -1.37], [-1.06, -0.24, 0.47], [-1.40, 0.43, 2.26], [-0.03, -0.26, -0.40], [0.12, 0.61, 1.00], [-0.74, 1.19, -0.41], [-2.54, -0.88, 0.63], [0.79, -0.95, -0.59], [0.96, 0.60, -0.72], [1.68, 1.95, 2.24], [4.27, 5.51, 3.95], [0.83, 0.80, 0.00]]}

Entry 4:
{"formula": "C9H12FO10PS", "method": "ωB97M-V/def2-TZVPD", "orbital_gap_ev": 2.9, "de_lowest_kcal_mol": 0.0, "e_lumo_ev": 3.59, "e_homo_ev": 0.7, "total_charge": -2, "elements": ["C", "C", "C", "C", "P", "O", "O", "O", "O", "C", "O", "O", "C", "C", "C", "C", "F", "H", "H", "H", "H", "H", "H", "H", "H", "H", "H", "H", "H", "O", "S", "O", "O", "O"], "coordinates": [[-1.090383, -2.151552, 1.270161], [-0.925692, -0.885461, 0.912598], [-0.796774, 0.637122, 0.429156], [-0.546289, 1.812328, 1.504309], [-1.298274, 1.520157, 3.216847], [-1.861694, 2.906560, 3.686923], [-0.004806, 1.111431, 4.274891], [-2.611384, 0.428661, 3.255293], [-1.935704, 1.151982, -0.362418], [-1.861987, 0.408073, -1.633908], [-2.729178, -0.297173, -2.198267], [-0.494347, 0.625576, -2.084233], [0.251020, 0.507239, -0.821534], [1.646082, 1.314248, -0.781002], [2.893055, 0.369694, -0.297083], [2.562761, -0.518535, 1.009745], [3.828195, -0.902683, 1.666826], [-0.973062, -3.261112, 1.555660], [0.558917, 2.098328, 1.662703], [-1.064776, 2.765717, 1.078340], [0.829260, 1.036508, 3.726202], [-3.000542, 0.277262, 2.356947], [0.521324, -0.622458, -0.820741], [1.607997, 2.321645, -0.214882], [1.895725, 1.589909, -1.887174], [3.833276, 0.999462, -0.076858], [3.168263, -0.376427, -1.144219], [2.003418, -1.473563, 0.666268], [1.864770, 0.075034, 1.704919], [-2.611170, -3.166443, -3.973489], [-1.254538, -2.693689, -4.331900], [-0.778260, -3.420877, -5.530561], [-0.328393, -2.945549, -3.200006], [-1.296813, -1.241412, -4.619510]], "atomic_forces_ev_per_a": [[1.73, 6.73, -1.86], [-1.46, -5.77, 2.38], [0.19, 0.10, -1.87], [-0.13, -0.55, -0.47], [-2.21, 4.45, 1.85], [1.81, -4.17, -1.18], [-1.06, -0.29, -2.77], [2.61, 1.11, -0.75], [-0.01, -2.61, 0.01], [-1.53, -2.69, -3.11], [4.42, 4.66, 3.65], [-2.19, 0.00, 3.10], [1.98, -2.08, -0.12], [0.37, -0.04, -1.12], [-0.04, -0.46, 0.17], [-0.09, 0.07, -1.29], [-2.30, 0.75, -0.88], [-0.44, 2.52, -0.81], [-1.63, -0.73, -0.27], [0.79, -1.84, 0.94], [-1.36, -0.11, 0.86], [0.68, 0.09, 0.77], [-0.16, 1.86, -0.12], [-0.02, -1.70, -0.70], [-0.61, -0.48, 1.94], [-1.55, -0.83, -0.30], [-0.57, 1.40, 1.37], [1.15, 1.48, 0.91], [1.42, -0.97, -0.52], [-0.55, -0.23, 0.26], [-0.30, 0.05, -0.39], [0.30, -0.36, -0.47], [0.67, -0.04, 0.92], [0.12, 0.69, -0.12]]}

no.,calculated total energy (eV)
1,-145252.939
2,-24601.919
3,-16712.523
4,-52838.762